No. 1
Formula: C19H40HoNP3S
Source: the Open Molecules 2025 dataset
Level of theory: ωB97M-V with the def2-TZVPD basis set

The geometry in XYZ format:
```
65
Properties=species:S:1:pos:R:3:nbo_charge:R:1
Ho -0.22880 -0.47658 -0.44999 1.8555
P 1.92461 0.90406 0.70739 0.7137
P -2.04208 1.69695 0.05640 0.6923
P 0.70650 1.25457 -2.48343 0.6756
H -1.03504 -3.03885 -0.65350 0.2343
C -0.12842 -2.87700 -1.26725 -0.4601
C 1.07801 -2.60417 -0.64553 -0.4793
H 1.18916 -2.80684 0.43229 0.2751
C 2.30789 0.52274 2.45390 -0.9260
C 1.78505 2.73799 0.86076 -0.9108
C 3.61187 0.77173 -0.01224 -0.9117
C -3.71286 1.28086 -0.60827 -0.9150
C -2.49294 2.02601 1.80029 -0.9125
C -1.83604 3.42711 -0.53795 -0.9096
C 1.94166 0.32200 -3.46429 -0.9307
C 1.40753 2.93092 -2.70970 -0.9091
C -0.71699 1.39659 -3.64066 -0.9258
H -0.20124 -3.24003 -2.30239 0.3056
H 2.02313 -2.45060 -1.18495 0.2721
H 2.38735 -0.56080 2.59008 0.2437
H 1.51440 0.89537 3.11129 0.2437
H 3.26007 0.99435 2.72890 0.2761
H 0.91890 2.98587 1.49077 0.2439
H 1.65493 3.21922 -0.11831 0.2503
H 2.70288 3.11966 1.33660 0.2765
H 3.90937 -0.28627 -0.02529 0.2538
H 4.31001 1.33923 0.62356 0.2756
H 3.64761 1.15700 -1.04118 0.2471
H -4.42075 2.10499 -0.42070 0.2778
H -4.07356 0.36949 -0.10674 0.2508
H -3.64441 1.09014 -1.68952 0.2505
H -3.40726 2.63298 1.85293 0.2774
H -1.67924 2.56863 2.29583 0.2495
H -2.66076 1.08056 2.32961 0.2337
H -2.69965 4.03516 -0.22866 0.2785
H -1.74847 3.46849 -1.63061 0.2469
H -0.92820 3.85749 -0.09274 0.2491
H 1.90180 0.68685 -4.50009 0.2762
H 1.72632 -0.75468 -3.46229 0.2550
H 2.94667 0.49476 -3.05780 0.2532
H 1.50542 3.10982 -3.78997 0.2772
H 2.40360 2.99726 -2.25449 0.2527
H 0.74400 3.69582 -2.28639 0.2551
H -0.32270 1.60480 -4.64708 0.2792
H -1.39268 2.21000 -3.33808 0.2500
H -1.27972 0.45206 -3.67611 0.2500
C -0.70368 -3.01379 -6.00800 -0.2430
C -1.78980 -2.90548 -6.89862 -0.1820
C -1.96228 -3.83972 -7.92175 -0.1966
C -1.03257 -4.86275 -8.10299 -0.1531
C 0.04912 -4.98668 -7.22085 -0.1890
C 0.21053 -4.06764 -6.18784 -0.1962
S -0.45019 -1.84987 -4.73832 -0.0227
H -1.15389 -2.30825 -3.64626 0.0659
H -2.48281 -2.08823 -6.77296 0.2239
H -2.81367 -3.77351 -8.59837 0.2442
H -1.13867 -5.57518 -8.93383 0.2467
H 0.78372 -5.78757 -7.34607 0.2408
H 1.04161 -4.13799 -5.48844 0.2129
C -0.91103 -1.19086 4.34142 -0.7820
C -0.80335 -1.04019 2.91361 0.6311
N -0.65201 -0.87351 1.76571 -0.6626
H 0.06703 -1.45850 4.77155 0.3162
H -1.63157 -1.98241 4.60130 0.3241
H -1.25323 -0.24960 4.80270 0.3142
```

Energy, a.u.: -3172.068729
2S+1: 5
LUMO energy (alpha / beta), eV: -11.140 / -10.994
Charge: +3
Highest occupied orbital energy (alpha / beta), eV: -15.430 / -15.430
M, g/mol: 572.46


No. 2
Formula: C36H49Br2CsN10OP
Source: the Open Molecules 2025 dataset
Level of theory: ωB97M-V with the def2-TZVPD basis set

The geometry in XYZ format:
```
100
Properties=species:S:1:pos:R:3:lowdin_charge:R:1
Cs -1.00106 0.03755 -0.11405 1.2817
C 0.94894 -0.89988 -3.39322 -0.0638
N 2.23173 -0.23385 -3.35093 -0.1529
C 2.69576 0.16134 -4.67443 -0.0437
C 2.57428 0.50553 -2.23923 -0.3692
N 1.68852 0.71856 -1.32222 0.0617
C 2.08784 1.04067 -0.02145 -0.3228
C 3.02400 0.24376 0.60893 -0.0511
C 3.42301 0.47529 1.93741 -0.0828
C 2.85343 1.48114 2.65418 -0.0544
C 1.84287 2.29424 2.08071 -0.1627
C 1.22374 3.28742 2.87519 -0.0415
C 0.21339 4.04536 2.36847 -0.0624
C -0.21208 3.86269 1.04351 -0.0350
C 0.38107 2.94037 0.20342 -0.3199
N -0.15386 2.73884 -1.07134 0.0470
C -0.46485 3.74622 -1.82479 -0.3760
N -1.43641 3.58424 -2.78164 -0.1556
C -1.26704 4.11652 -4.12440 -0.0450
C -2.29043 2.41729 -2.71185 -0.0660
N 0.11221 4.99611 -1.79821 -0.1562
C -0.68875 6.19899 -1.95679 -0.0499
C 1.43263 5.22156 -1.25528 -0.0375
C 1.43899 2.09572 0.72518 -0.1015
N 3.87143 0.97695 -2.25308 -0.1631
C 4.26255 2.17858 -1.54657 -0.0345
C 4.98100 0.11553 -2.62042 -0.0569
H 1.04349 -1.77568 -4.03830 0.0935
H 0.16363 -0.24981 -3.79654 0.0900
H 0.62329 -1.23647 -2.41238 0.0317
H 2.96370 -0.71813 -5.26189 0.0948
H 3.55924 0.81251 -4.60141 0.0806
H 1.90200 0.69814 -5.20524 0.0933
H 3.47725 -0.56182 0.04199 0.1144
H 4.18781 -0.14938 2.38296 0.1075
H 3.14993 1.67251 3.67803 0.1148
H 1.55645 3.41592 3.89745 0.1138
H -0.27520 4.78942 2.98466 0.1120
H -1.03729 4.45093 0.66088 0.1226
H -0.44051 4.81940 -4.15133 0.0840
H -2.17540 4.62345 -4.45484 0.0951
H -1.05276 3.30396 -4.82612 0.0920
H -2.59628 2.21549 -1.68752 0.0648
H -1.80670 1.52005 -3.11647 0.0787
H -3.19271 2.61941 -3.28960 0.0969
H -1.71332 5.94286 -2.20824 0.0900
H -0.28104 6.84004 -2.74267 0.0924
H -0.69116 6.76786 -1.02152 0.0934
H 1.99727 4.29403 -1.26591 0.0697
H 1.40569 5.59912 -0.22865 0.0944
H 1.95003 5.95158 -1.88194 0.0980
H 3.39410 2.80652 -1.37306 0.0711
H 4.97206 2.73121 -2.16645 0.0984
H 4.73283 1.96566 -0.58194 0.0936
H 4.61680 -0.81590 -3.04464 0.0887
H 5.58522 -0.11431 -1.73537 0.0912
H 5.62955 0.60505 -3.35146 0.0926
C 0.32611 -1.52264 3.68589 -0.0132
C -1.15997 -1.27451 3.63618 -0.3383
C -1.79064 -0.86354 4.83074 -0.0154
C -3.11282 -0.54812 4.81822 -0.0184
C -3.84362 -0.61973 3.61077 -0.1927
C -5.20272 -0.26312 3.50204 -0.6370
Br -6.18027 0.31923 5.02140 0.7718
C -5.83506 -0.31350 2.29037 -0.1765
C -5.15129 -0.72818 1.15020 -0.6054
Br -6.05622 -0.75261 -0.51278 0.7690
C -3.80220 -1.13648 1.15147 -0.5359
O -3.18431 -1.51410 0.11016 -0.3977
C -3.14592 -1.06129 2.45259 -0.1565
N -1.81447 -1.39117 2.49944 0.0514
H 0.60543 -2.03699 4.60633 0.0892
H 0.86691 -0.57225 3.66672 0.0842
H 0.69130 -2.09783 2.83554 0.0421
H -1.21019 -0.79559 5.74213 0.1174
H -3.61609 -0.22737 5.71987 0.0789
H -6.87453 -0.02641 2.20793 0.0980
C 0.79886 -5.60087 0.94051 -0.1205
N 0.21573 -4.33964 1.57293 -0.0625
C -1.10254 -4.72688 2.28579 -0.0913
N -1.98886 -5.36796 1.38356 -0.1349
C -1.36531 -6.53939 0.78754 -0.1558
N -0.13318 -6.21296 0.06479 -0.1482
C -0.40957 -5.39875 -1.12832 -0.3125
P -1.23528 -3.77338 -0.75195 1.0463
C -0.01711 -3.27480 0.53311 -0.3299
C -2.52342 -4.42369 0.38822 -0.2867
H 1.04595 -6.26865 1.76689 0.1442
H 1.70634 -5.30600 0.41302 0.1430
H 0.86294 -3.98536 2.27825 0.1544
H -1.52801 -3.80037 2.66911 0.1256
H -0.80224 -5.39525 3.09399 0.1468
H -2.06396 -7.00897 0.09802 0.1387
H -1.12097 -7.25229 1.57743 0.1372
H -1.05012 -5.97297 -1.79894 0.0939
H 0.52353 -5.21460 -1.66533 0.0900
H -0.41606 -2.40449 1.05126 -0.0131
H 0.94639 -3.03024 0.08036 0.1021
H -3.31999 -4.89237 -0.18977 0.1083
H -2.95346 -3.55425 0.88474 0.0695
```

Energy, a.u.: -7533.344968
2S+1: 1
LUMO energy, eV: -2.489
Charge: +1
Highest occupied orbital energy, eV: -8.774
M, g/mol: 961.54


No. 3
Formula: C20H19BrFeN3O2S3
Source: the Open Molecules 2025 dataset
Level of theory: ωB97M-V with the def2-TZVPD basis set

The geometry in XYZ format:
```
49
Properties=species:S:1:pos:R:3:nbo_charge:R:1
Fe -1.22863 2.70440 0.76092 1.3103
S -2.15493 6.98320 1.81742 -0.1823
C -1.93513 5.39900 1.42902 -0.5094
S -1.19763 4.86470 -0.05678 -0.4185
S -2.33003 4.05710 2.42722 -0.3517
Br 1.86847 -3.24960 -5.25408 0.0218
C 0.91107 -3.73380 -3.67218 -0.0960
C 1.38517 -4.77470 -2.88398 -0.2383
C 0.69927 -5.12880 -1.74818 -0.2396
C -0.46403 -4.43280 -1.35848 0.1728
C -0.92833 -3.39380 -2.19838 -0.2554
C -0.25053 -3.05100 -3.34208 -0.2220
N -1.11983 -4.85160 -0.25288 -0.2710
N -2.00723 -4.15820 0.35592 -0.1286
C -2.02433 -2.84500 0.56802 -0.0032
C -3.27203 -2.22930 0.80952 -0.1230
C -3.41433 -0.86620 0.87552 -0.3252
C -2.30373 -0.01470 0.73912 0.4183
O -2.38183 1.27510 0.66152 -0.7922
C -1.00363 -0.61100 0.69952 0.0585
N 0.03517 0.24450 0.74552 -0.4352
C 1.25117 -0.25440 0.80192 0.0415
C 1.51917 -1.62110 0.84172 -0.2454
C 0.46327 -2.50670 0.74842 -0.1681
C -0.84073 -2.01770 0.64882 -0.0163
H 2.28567 -5.30220 -3.16418 0.2226
H 1.05137 -5.93000 -1.11508 0.2204
H -1.84383 -2.87780 -1.94908 0.2268
H -0.61433 -2.25550 -3.97748 0.2271
H -4.14063 -2.86830 0.84862 0.2211
H -4.38683 -0.41100 0.98632 0.2292
H 2.06087 0.46290 0.83762 0.1978
H 2.53577 -1.97800 0.94242 0.2160
H 0.64497 -3.57150 0.77382 0.2248
C 1.09377 2.49800 -1.45558 -0.6251
C 1.85897 3.15940 -0.31918 -0.0589
O 1.27637 2.74420 0.90542 -0.5940
C 1.98027 3.10550 2.08592 -0.0522
C 1.26337 4.22410 2.82122 -0.6487
H 1.46177 2.85930 -2.41108 0.2162
H 0.03177 2.74800 -1.36508 0.2090
H 1.18747 1.41720 -1.40178 0.2111
H 1.80687 4.25390 -0.41198 0.1932
H 2.91687 2.85400 -0.34408 0.1591
H 3.00857 3.39820 1.84002 0.1648
H 2.01357 2.20740 2.71532 0.1729
H 1.28117 5.13780 2.23262 0.2221
H 1.72537 4.41170 3.78512 0.2015
H 0.22507 3.92510 2.97682 0.2414
```

Energy, a.u.: -6120.614787
2S+1: 5
LUMO energy (alpha / beta), eV: 1.183 / 1.146
Charge: -1
Highest occupied orbital energy (alpha / beta), eV: -3.918 / -4.324
M, g/mol: 565.34


No. 4
Formula: C16H30N3O6S2
Source: the Open Molecules 2025 dataset
Level of theory: ωB97M-V with the def2-TZVPD basis set

The geometry in XYZ format:
```
57
Properties=species:S:1:pos:R:3:nbo_charge:R:1
C 3.71297 -3.64235 0.44955 -0.4136
N 3.65080 -3.18391 -0.95393 -0.5261
C 3.60787 -4.30574 -1.89237 -0.4181
C 4.70615 -2.28947 -1.25914 0.7222
O 5.73703 -2.60260 -1.76938 -0.5081
C 4.44121 -0.81362 -0.91338 -0.5528
C 2.99964 -0.47321 -1.14113 0.1817
C 2.30221 -0.61794 -2.28788 -0.0587
N 1.00784 -0.20351 -2.01525 -0.4703
C 0.91676 0.17156 -0.74229 0.4688
C -0.26645 0.66128 0.00638 -0.4723
C -1.57375 -0.01588 -0.45582 -0.3685
C -1.86300 -1.31821 0.34315 -0.4204
C -2.15118 -2.53578 -0.53681 -0.6822
S -3.90752 -2.85356 -0.72791 2.3614
O -4.67042 -1.85254 -0.06050 -0.9215
O -4.16603 -4.20327 -0.34588 -0.9180
O -4.17819 -2.70173 -2.29261 -0.8618
N 2.12801 0.03866 -0.18249 -0.2912
C 2.50145 0.36097 1.19276 -0.4233
H 4.35559 -3.02082 1.06694 0.2032
H 4.03894 -4.67583 0.51674 0.2158
H 2.70841 -3.61296 0.87198 0.1951
H 3.17818 -4.01442 -2.84804 0.1999
H 4.58331 -4.75691 -2.06717 0.2155
H 2.97384 -5.08378 -1.47824 0.2086
H 4.65892 -0.66757 0.14020 0.2472
H 5.07193 -0.17903 -1.52085 0.2748
H 2.65497 -0.99501 -3.22634 0.2524
H 0.24727 -0.17899 -2.67310 0.4462
H -0.15105 0.41174 1.05510 0.2485
H -0.33391 1.74393 -0.02754 0.2779
H -2.41138 0.65615 -0.33285 0.2337
H -1.47773 -0.30725 -1.49993 0.1751
H -0.99534 -1.55106 0.95272 0.2060
H -2.73701 -1.12565 0.95621 0.2648
H -1.71478 -2.41181 -1.52757 0.2164
H -1.72357 -3.44726 -0.13600 0.2674
H -3.49997 -3.20080 -2.77056 0.4987
H 2.37337 -0.52360 1.80677 0.2273
H 1.85644 1.15457 1.55242 0.2520
H 3.51198 0.73916 1.23834 0.2382
C -3.51844 5.47107 2.18506 -0.4072
C -4.06721 4.16093 1.60646 -0.4018
C -2.97663 3.56887 0.70440 -0.6749
S -1.40782 4.15085 1.36731 2.1625
O -0.78623 5.00920 0.39350 -0.9329
O -0.68638 3.03798 1.94998 -0.9753
C -2.10651 5.15542 2.66939 -0.6706
H -4.14034 5.84675 2.99486 0.2383
H -3.48244 6.23467 1.40561 0.2215
H -4.28967 3.46766 2.41956 0.2143
H -4.98950 4.31906 1.05102 0.2365
H -2.98453 2.48209 0.71502 0.2353
H -3.05689 3.93250 -0.31858 0.2527
H -1.48764 6.03765 2.81461 0.2651
H -2.12358 4.55338 3.57752 0.2446
```

Energy, a.u.: -2039.500242
2S+1: 1
LUMO energy, eV: -2.646
Charge: +1
Highest occupied orbital energy, eV: -12.166
M, g/mol: 424.56